Entry 1:
{
  "formula": "C29H28N6PRuS2",
  "method": "ωB97M-V/def2-TZVPD",
  "e_homo_ev": [-16.5, -16.6],
  "energy_ev": -72983.0918,
  "max_force_ha_per_bohr": 0.02130,
  "spin_multiplicity": 5,
  "lumo_ev": [-9.23, -11.15],
  "e_above_lowest_ev": 1.5685,
  "charge": 3,
  "species": ["Ru", "C", "C", "N", "C", "C", "C", "C", "C", "C", "C", "C", "C", "N", "C", "H", "H", "H", "H", "H", "H", "H", "H", "S", "P", "S", "C", "C", "C", "C", "C", "C", "C", "C", "C", "C", "C", "C", "H", "H", "H", "H", "H", "H", "H", "H", "H", "H", "C", "C", "C", "C", "N", "C", "N", "N", "N", "H", "H", "H", "H", "H", "H", "H", "H", "H", "H"],
  "xyz": [[0.26149, -0.43448, -1.66832], [3.83016, -2.88601, -1.87997], [2.98598, -1.78416, -1.74277], [1.66497, -1.91119, -1.81114], [1.12368, -3.14118, -2.03095], [1.89699, -4.29934, -2.16014], [3.29582, -4.13997, -2.07954], [1.22237, -5.54046, -2.39251], [-0.12549, -5.59558, -2.52262], [-0.92748, -4.41361, -2.42523], [-2.32689, -4.37198, -2.58775], [-2.99001, -3.16907, -2.48194], [-2.27462, -2.00361, -2.20780], [-0.95586, -2.01852, -2.04941], [-0.28644, -3.19859, -2.16319], [4.89925, -2.73616, -1.83050], [3.38170, -0.79070, -1.57657], [3.94517, -5.00045, -2.18512], [1.81362, -6.44397, -2.47028], [-0.61937, -6.54024, -2.71048], [-2.87395, -5.28223, -2.80071], [-4.06121, -3.11113, -2.61349], [-2.77475, -1.04855, -2.11219], [2.24284, -1.31054, 2.82749], [0.39937, -0.53801, 2.67782], [-0.11698, -0.16376, 0.68526], [-0.75933, -1.74563, 3.36655], [-1.62883, -2.47623, 2.56345], [-2.51929, -3.34420, 3.17437], [-2.51131, -3.49411, 4.55630], [-1.62279, -2.77435, 5.34488], [-0.73154, -1.89409, 4.75446], [0.18913, 1.03923, 3.51798], [1.24749, 1.63665, 4.19762], [1.02115, 2.84350, 4.84313], [-0.23182, 3.43593, 4.79985], [-1.28316, 2.82645, 4.12068], [-1.07756, 1.62251, 3.47203], [-1.62834, -2.35584, 1.48804], [-3.22282, -3.90117, 2.57050], [-3.20443, -4.18105, 5.02337], [-1.62343, -2.89184, 6.41981], [-0.04320, -1.32429, 5.36733], [2.22086, 1.16506, 4.24205], [1.83025, 3.31441, 5.38493], [-0.39829, 4.37631, 5.30830], [-2.26428, 3.28129, 4.11066], [-1.89769, 1.12822, 2.96421], [1.72500, 5.62016, -1.55313], [0.57347, 5.68830, -2.54948], [-0.78880, 5.60098, -1.86398], [0.72732, 4.63325, -3.67378], [0.50787, 3.27200, -3.18830], [-0.66051, 2.60977, -3.05938], [-0.39042, 1.46157, -2.49066], [0.93647, 1.46545, -2.28118], [1.49125, 2.53452, -2.68872], [1.60516, 6.39331, -0.79521], [2.68446, 5.78168, -2.04520], [1.76460, 4.65709, -1.03742], [0.62580, 6.64653, -3.07067], [-0.85559, 4.73205, -1.20114], [-1.60480, 5.56583, -2.59053], [-0.94798, 6.48089, -1.24330], [1.73397, 4.67213, -4.08412], [0.00700, 4.81753, -4.46871], [-1.62542, 2.95370, -3.39349]],
  "forces_ev_per_a": [[0.06, -0.48, 0.95], [0.01, -0.05, 0.00], [0.09, -0.03, 0.06], [-0.21, 0.16, -0.03], [0.13, -0.30, -0.06], [-0.16, 0.34, 0.01], [0.00, 0.06, 0.03], [-0.06, -0.19, -0.03], [0.09, -0.12, 0.00], [0.12, 0.30, 0.06], [-0.01, 0.08, 0.02], [-0.01, -0.09, -0.03], [-0.07, -0.01, 0.02], [0.06, -0.02, -0.05], [-0.10, -0.26, -0.04], [0.00, 0.00, 0.01], [-0.03, 0.02, 0.00], [-0.01, -0.01, 0.00], [0.00, 0.01, -0.02], [0.02, 0.00, 0.00], [0.01, 0.00, 0.00], [0.01, 0.02, 0.01], [0.03, 0.02, 0.01], [0.34, -0.28, 0.15], [-0.98, 0.47, 0.12], [-0.12, 0.14, -0.67], [0.69, 0.33, -0.40], [-0.15, -0.19, 0.08], [0.05, 0.05, -0.16], [-0.03, -0.03, 0.04], [0.09, 0.06, 0.04], [-0.12, -0.06, 0.15], [0.32, -0.51, -0.27], [-0.08, 0.05, -0.02], [0.17, 0.00, 0.03], [-0.03, 0.01, 0.00], [-0.02, -0.07, -0.03], [-0.10, 0.05, 0.08], [0.01, 0.03, 0.00], [0.00, -0.02, 0.04], [-0.01, 0.01, 0.00], [-0.01, -0.03, -0.01], [-0.02, 0.02, -0.01], [0.00, 0.02, 0.01], [-0.03, 0.02, 0.01], [0.01, -0.01, 0.01], [0.01, 0.02, 0.00], [0.00, 0.03, -0.02], [0.00, 0.04, -0.06], [-0.05, -0.27, -0.02], [0.07, 0.00, -0.11], [0.13, 0.92, 0.16], [-0.47, -0.28, 0.14], [0.18, 0.07, -0.15], [0.10, 0.12, 0.04], [0.05, 0.13, 0.02], [0.07, -0.01, -0.05], [0.01, -0.01, 0.01], [0.01, -0.01, 0.02], [-0.03, -0.01, 0.03], [0.02, -0.03, -0.09], [-0.01, -0.02, -0.02], [-0.03, 0.01, 0.04], [-0.01, -0.01, 0.01], [-0.02, -0.15, -0.07], [-0.02, -0.15, -0.03], [0.04, 0.10, 0.01]],
  "lowdin_charge": [1.15, 0.01, -0.06, -0.06, -0.14, -0.11, 0.07, 0.03, 0.03, -0.11, 0.07, 0.01, -0.07, -0.07, -0.15, 0.13, 0.13, 0.15, 0.14, 0.14, 0.15, 0.13, 0.13, 0.56, 0.24, 0.31, -0.39, -0.10, -0.04, -0.02, -0.03, -0.06, -0.42, -0.08, -0.04, -0.03, -0.04, -0.09, 0.07, 0.12, 0.13, 0.13, 0.12, 0.09, 0.12, 0.13, 0.12, 0.11, -0.06, -0.39, -0.07, -0.07, -0.05, -0.04, -0.05, -0.16, 0.16, 0.09, 0.09, 0.07, 0.15, 0.07, 0.09, 0.10, 0.14, 0.14, 0.16]
}

Entry 2:
{
  "formula": "C27H61BBrNO15P3",
  "method": "ωB97M-V/def2-TZVPD",
  "e_homo_ev": -11.4,
  "energy_ev": -159763.8835,
  "max_force_ha_per_bohr": 0.18283,
  "lumo_ev": -4.11,
  "e_above_lowest_ev": 5.1818,
  "charge": 1,
  "species": ["C", "C", "C", "C", "N", "C", "C", "O", "Br", "C", "C", "B", "C", "O", "O", "H", "H", "H", "H", "H", "H", "H", "H", "H", "H", "H", "H", "H", "H", "H", "H", "O", "P", "O", "C", "C", "O", "C", "C", "O", "C", "C", "H", "H", "H", "H", "H", "H", "H", "H", "H", "H", "H", "H", "H", "H", "H", "O", "P", "O", "C", "C", "O", "C", "C", "O", "C", "C", "H", "H", "H", "H", "H", "H", "H", "H", "H", "H", "H", "H", "H", "H", "H", "O", "P", "O", "C", "C", "O", "C", "C", "O", "C", "C", "H", "H", "H", "H", "H", "H", "H", "H", "H", "H", "H", "H", "H", "H", "H"],
  "xyz": [[1.13253, -0.20162, -7.31751], [2.13206, -0.59284, -6.36708], [1.92386, -0.12631, -4.85754], [2.14750, -1.37643, -3.82243], [1.71931, -0.86732, -2.47652], [1.63655, -1.90938, -1.39136], [0.16276, -1.72773, -0.71460], [-0.77985, -2.53187, -0.93136], [-0.04080, -0.14336, 0.47864], [2.67066, 0.28407, -2.15051], [2.25335, 1.48525, -3.13587], [3.04481, 2.89422, -2.85373], [3.11029, 3.94045, -4.12381], [3.69566, 3.25148, -1.61703], [2.67367, 1.06010, -4.48769], [1.34507, -0.02182, -8.43008], [0.06137, -0.09470, -6.89929], [3.00929, -1.24135, -6.71909], [0.80152, 0.15175, -4.73214], [3.24490, -1.73665, -3.85436], [1.48629, -2.26847, -4.15235], [0.76752, -0.45160, -2.60015], [1.63418, -2.95779, -1.84196], [2.41572, -1.74806, -0.57409], [2.69018, 0.55040, -1.04155], [3.70538, -0.08446, -2.51738], [1.10770, 1.63114, -3.10216], [2.09586, 3.94199, -4.66484], [3.85770, 3.45510, -4.86876], [3.47135, 4.97712, -3.81210], [3.06796, 3.65937, -0.97591], [-6.89626, 2.57677, -2.14139], [-5.38896, 2.35273, -2.29749], [-5.03433, 2.24309, -0.68278], [-5.64058, 1.24120, 0.11408], [-4.89221, -0.07360, -0.00573], [-4.97389, 3.93914, -2.51374], [-5.90618, 4.87511, -3.04050], [-6.57356, 5.64159, -1.91370], [-3.72097, 2.04178, -2.56949], [-3.33730, 0.78173, -3.09297], [-4.29450, 0.22777, -4.12988], [-6.69545, 1.10659, -0.14334], [-5.60257, 1.58983, 1.14988], [-5.03434, -0.50367, -1.00272], [-5.25746, -0.79684, 0.72736], [-3.81911, 0.07343, 0.14059], [-6.63959, 4.38456, -3.68515], [-5.34964, 5.57444, -3.67039], [-7.04090, 4.97116, -1.18909], [-7.33586, 6.32112, -2.30305], [-5.83348, 6.22763, -1.36184], [-3.20358, 0.07574, -2.26857], [-2.35416, 0.91836, -3.55610], [-5.26275, -0.01924, -3.68160], [-3.89004, -0.68119, -4.58121], [-4.47894, 0.96160, -4.91977], [4.61642, 4.16464, 2.80515], [5.79006, 3.33790, 3.34339], [6.73137, 4.61692, 3.82082], [6.23695, 5.53590, 4.78197], [6.45741, 5.02427, 6.19184], [6.51681, 3.05543, 1.88230], [5.76482, 3.06537, 0.67878], [5.88153, 4.41742, -0.00100], [7.01414, 2.31029, 3.97190], [6.75172, 1.58808, 5.16853], [5.32662, 1.08410, 5.27747], [5.17844, 5.75671, 4.61377], [6.78809, 6.47058, 4.64602], [5.80936, 4.16450, 6.39118], [6.22462, 5.79766, 6.92750], [7.49083, 4.69966, 6.33098], [4.72169, 2.79254, 0.86052], [6.18283, 2.29615, 0.02269], [5.58893, 5.23262, 0.66480], [5.26025, 4.45856, -0.89501], [6.91869, 4.61016, -0.28892], [7.01218, 2.20810, 6.02945], [7.43321, 0.73258, 5.17735], [4.61970, 1.91579, 5.37466], [5.21176, 0.43980, 6.15184], [5.04471, 0.51932, 4.38371], [-4.55546, -7.24329, 2.40175], [-3.63381, -6.02332, 2.50025], [-2.34304, -6.80730, 3.18885], [-1.73225, -7.88981, 2.50724], [-0.71716, -7.39599, 1.49494], [-4.28361, -5.39601, 3.88625], [-5.63067, -5.66657, 4.25144], [-5.68478, -6.81133, 5.24607], [-2.66309, -4.60485, 2.50255], [-2.16799, -4.11504, 1.26455], [-3.14432, -4.26094, 0.11422], [-2.47853, -8.52780, 2.02409], [-1.22487, -8.49876, 3.26068], [-1.22206, -6.89847, 0.66027], [-0.13642, -8.22753, 1.08845], [-0.03529, -6.67298, 1.94846], [-6.24775, -5.86620, 3.37187], [-6.03175, -4.76390, 4.72047], [-5.18349, -7.70344, 4.86431], [-6.71917, -7.06846, 5.48804], [-5.16865, -6.53689, 6.17018], [-1.21893, -4.60683, 1.03506], [-1.94694, -3.05339, 1.41026], [-3.31286, -5.31554, -0.13023], [-2.76255, -3.76470, -0.77930], [-4.11540, -3.82718, 0.37077]],
  "forces_ev_per_a": [[1.65, -0.84, 2.41], [-2.10, 1.18, -1.74], [-1.19, -1.57, -0.29], [0.14, -0.29, -2.33], [0.57, 0.02, 0.55], [-1.54, -0.70, 1.27], [-2.72, -3.30, -0.79], [4.68, 4.08, 0.92], [0.19, -1.17, -1.06], [0.86, 1.15, -0.76], [0.79, -1.13, 0.41], [0.64, 2.05, -0.21], [0.17, -1.09, 0.21], [-2.47, -0.99, -1.45], [-1.34, -1.18, 0.70], [-0.50, -1.10, 1.79], [1.91, 0.75, -0.89], [-0.86, 1.75, 0.76], [1.50, -0.46, -0.39], [-1.77, 0.71, 0.55], [0.91, 1.61, 0.64], [0.80, -0.32, 0.04], [0.19, 1.51, 0.66], [-0.91, -0.26, -1.40], [-0.32, -0.43, -1.59], [-1.62, 0.70, 0.99], [1.47, -0.09, -0.04], [1.52, 0.23, 0.70], [-1.12, 0.94, 1.04], [-0.59, -1.46, -0.58], [0.80, -0.35, -0.42], [0.93, -3.30, -2.72], [1.09, 7.23, 5.91], [-0.20, -0.91, -0.33], [-0.11, -0.12, 0.45], [-0.03, -0.14, -0.09], [0.31, -1.24, -1.04], [-0.44, 0.50, 0.08], [-0.01, 0.04, 0.22], [-2.07, -1.82, -2.33], [0.49, -0.29, -0.04], [-0.03, 0.13, -0.04], [0.06, 0.10, -0.05], [0.04, 0.09, -0.14], [-0.04, -0.07, 0.02], [0.03, 0.02, -0.05], [-0.06, 0.03, 0.10], [0.02, 0.00, 0.20], [0.15, -0.15, 0.06], [-0.05, -0.05, -0.20], [0.07, -0.04, 0.01], [-0.03, 0.00, -0.13], [-0.06, -0.12, 0.03], [0.00, 0.15, 0.02], [-0.01, -0.09, 0.06], [-0.11, 0.03, 0.02], [0.12, -0.06, 0.02], [-1.38, -3.09, 2.71], [5.87, 5.12, -5.06], [-0.72, -0.45, 0.67], [0.06, 0.49, 0.23], [-0.06, -0.11, 0.08], [-0.60, -1.14, 0.73], [0.00, 0.39, -0.35], [0.15, 0.35, -0.04], [-3.63, -0.92, 0.62], [0.40, -0.44, 0.55], [-0.01, 0.02, -0.15], [0.06, -0.05, -0.10], [0.02, -0.14, -0.13], [-0.03, 0.02, 0.07], [0.00, -0.07, -0.04], [-0.03, 0.11, -0.02], [0.07, 0.14, 0.06], [0.11, -0.04, 0.14], [-0.08, -0.17, 0.07], [0.27, 0.05, 0.13], [-0.06, -0.11, 0.03], [-0.06, 0.03, 0.04], [0.03, 0.13, -0.12], [-0.02, 0.07, 0.09], [-0.05, 0.08, -0.07], [0.10, -0.06, 0.08], [0.40, 2.08, -3.84], [0.99, -1.99, 9.10], [0.10, 0.05, -1.07], [0.23, -0.37, 0.11], [0.01, 0.06, -0.17], [0.08, 0.73, -1.41], [-0.40, -0.32, 0.36], [0.10, -0.15, 0.13], [-1.88, -0.58, -3.10], [0.37, 0.46, -0.13], [-0.16, -0.03, 0.05], [-0.03, 0.08, 0.08], [-0.11, 0.13, 0.04], [0.02, -0.03, -0.06], [-0.04, 0.05, 0.01], [-0.01, -0.10, 0.05], [0.13, -0.11, 0.09], [0.20, 0.06, -0.06], [-0.13, 0.09, -0.15], [0.06, 0.04, -0.01], [-0.10, 0.06, -0.06], [0.04, -0.08, -0.08], [-0.06, -0.06, 0.15], [0.05, -0.07, -0.03], [-0.12, -0.13, 0.07], [0.10, 0.06, 0.01]],
  "lowdin_charge": [0.04, -0.09, -0.29, -0.06, -0.14, -0.07, -0.65, 0.00, 0.74, -0.04, -0.17, -0.30, -0.02, 0.05, -0.11, 0.09, 0.08, 0.12, 0.15, 0.17, 0.17, 0.16, 0.16, 0.15, 0.14, 0.17, 0.17, 0.08, 0.10, 0.08, 0.14, -0.22, 0.70, -0.22, -0.29, -0.08, -0.22, -0.30, -0.07, -0.20, -0.33, -0.09, 0.11, 0.12, 0.06, 0.08, 0.07, 0.10, 0.12, 0.07, 0.08, 0.08, 0.09, 0.10, 0.07, 0.08, 0.09, -0.25, 0.70, -0.22, -0.30, -0.08, -0.22, -0.32, -0.07, -0.19, -0.30, -0.09, 0.11, 0.12, 0.06, 0.08, 0.08, 0.09, 0.11, 0.08, 0.05, 0.09, 0.10, 0.12, 0.07, 0.09, 0.08, -0.23, 0.70, -0.22, -0.30, -0.09, -0.22, -0.30, -0.07, -0.19, -0.32, -0.09, 0.11, 0.12, 0.06, 0.08, 0.08, 0.10, 0.11, 0.07, 0.08, 0.08, 0.09, 0.10, 0.07, 0.06, 0.09]
}

Entry 3:
{
  "formula": "C16H16ClN3O8S3Tc",
  "method": "ωB97M-V/def2-TZVPD",
  "e_homo_ev": [-8.9, -9.0],
  "energy_ev": -84931.7843,
  "max_force_ha_per_bohr": 0.01121,
  "spin_multiplicity": 4,
  "lumo_ev": [-0.54, -1.59],
  "e_above_lowest_ev": 0.5177,
  "charge": 0,
  "species": ["Tc", "O", "S", "O", "O", "C", "C", "C", "C", "C", "C", "S", "O", "O", "O", "H", "H", "H", "H", "N", "C", "C", "C", "O", "O", "H", "H", "H", "H", "H", "H", "Cl", "N", "C", "N", "C", "C", "C", "C", "C", "C", "S", "H", "H", "H", "H", "H", "H"],
  "xyz": [[-0.55316, -0.19056, 0.27102], [0.95426, -1.47004, 0.92349], [2.03889, -0.43632, 1.05025], [2.76318, -0.45234, 2.27100], [1.27118, 0.82445, 0.75973], [3.17090, -0.68109, -0.28112], [4.50518, -0.51950, 0.05903], [5.49215, -0.63121, -0.90954], [5.13782, -0.89734, -2.21767], [3.80120, -1.06071, -2.56190], [2.80191, -0.96203, -1.60714], [1.14723, -1.31159, -2.21558], [0.77968, -2.61124, -1.75018], [1.18117, -1.05171, -3.62079], [0.29193, -0.22157, -1.55192], [4.76213, -0.30776, 1.08749], [6.53050, -0.50634, -0.63308], [5.89664, -0.98094, -2.98508], [3.52063, -1.26634, -3.58562], [-0.67001, -2.64938, 3.43110], [-1.42377, -1.71913, 4.26563], [-0.67715, -0.40836, 4.42556], [-0.60762, 0.48986, 3.22085], [-0.19154, 1.63199, 3.30817], [-1.14727, 0.00342, 2.11915], [-1.15902, -3.52957, 3.33591], [0.23090, -2.85540, 3.85011], [-1.63704, -2.09402, 5.27490], [-2.38895, -1.53147, 3.79221], [0.35927, -0.59168, 4.72708], [-1.10983, 0.19118, 5.22848], [-2.11728, -1.75993, -0.01309], [-1.25658, 2.94239, 1.19020], [-1.86228, 2.54500, 0.08065], [-1.73238, 1.35708, -0.49860], [-2.43052, 1.30597, -1.73446], [-2.46399, 0.26033, -2.64938], [-3.20579, 0.41357, -3.80851], [-3.91157, 1.58316, -4.07581], [-3.87569, 2.63450, -3.17810], [-3.12861, 2.47590, -2.02251], [-2.89533, 3.65586, -0.76288], [-0.70040, 2.33885, 1.82198], [-1.45194, 3.86789, 1.53016], [-1.92410, -0.65491, -2.47704], [-3.22496, -0.40116, -4.52099], [-4.48099, 1.67570, -4.99136], [-4.40900, 3.55657, -3.37180]],
  "forces_ev_per_a": [[0.42, -0.04, -0.01], [0.20, -0.01, 0.01], [-0.42, -0.07, -0.23], [0.03, 0.03, 0.09], [-0.04, 0.12, 0.07], [0.00, 0.00, -0.12], [0.06, 0.00, -0.01], [0.01, 0.00, 0.01], [-0.02, -0.01, -0.03], [0.03, -0.01, 0.00], [0.06, 0.00, 0.07], [-0.10, 0.25, 0.20], [0.02, -0.05, -0.03], [0.00, -0.02, -0.06], [-0.01, -0.26, -0.01], [-0.01, 0.00, -0.03], [-0.01, 0.00, -0.01], [-0.01, 0.00, 0.02], [-0.02, 0.01, 0.03], [0.02, 0.04, 0.18], [-0.01, -0.05, 0.00], [0.20, -0.04, 0.14], [-0.57, 0.09, -0.04], [0.26, -0.11, -0.11], [0.02, 0.22, 0.07], [-0.04, 0.00, -0.08], [-0.03, 0.02, -0.02], [0.02, -0.07, 0.01], [0.02, -0.02, -0.06], [0.01, -0.02, 0.01], [-0.01, 0.01, -0.01], [-0.13, -0.08, -0.17], [-0.04, -0.08, -0.10], [0.17, 0.01, 0.10], [0.01, 0.00, -0.03], [0.07, 0.02, 0.12], [-0.03, -0.04, 0.01], [0.00, -0.03, -0.01], [0.01, -0.01, -0.02], [-0.02, 0.02, 0.00], [-0.04, 0.04, -0.04], [-0.02, 0.04, -0.01], [-0.11, 0.10, 0.00], [0.00, 0.00, 0.02], [0.01, 0.00, 0.04], [-0.01, 0.03, 0.02], [0.01, 0.00, 0.03], [0.02, -0.03, 0.01]],
  "lowdin_charge": [1.47, -0.43, 0.57, -0.23, -0.39, -0.23, -0.05, -0.05, -0.05, -0.04, -0.20, 0.52, -0.28, -0.27, -0.51, 0.11, 0.11, 0.11, 0.12, 0.01, -0.28, -0.09, -0.57, 0.05, -0.27, 0.07, 0.07, 0.11, 0.11, 0.13, 0.13, 0.16, 0.15, -0.65, -0.08, -0.28, -0.05, -0.06, -0.08, -0.09, -0.47, 1.13, 0.06, 0.11, 0.06, 0.11, 0.11, 0.11]
}